Record 1
Below is a molecular structure, C23H29FN4O4, with properties calculated with ωB97M-V with the def2-TZVPD basis set.

The geometry in XYZ format:
```
61
Properties=species:S:1:pos:R:3:lowdin_charge:R:1
O -1.634 -1.173 3.327 0.0213
C -1.838 -0.179 2.536 -0.4112
N -1.466 1.097 2.801 0.1547
H -1.565 1.855 2.229 0.0859
C -1.034 1.598 4.274 0.0565
H -0.801 0.606 4.954 0.1600
H -1.371 2.208 4.917 0.0095
C 0.569 2.157 3.946 -0.5169
H 1.163 1.407 3.400 0.1517
C 1.254 2.379 5.325 -0.1108
H 2.252 1.725 5.480 0.1687
H 0.642 2.597 6.082 0.0567
C 1.687 3.843 5.127 -0.1482
H 2.004 4.383 5.885 0.0405
C 0.823 4.437 3.990 -0.0345
H 1.388 5.056 3.488 0.0727
O 0.476 3.143 3.316 -0.0314
H 0.016 4.675 4.604 0.1103
H 2.866 3.719 4.449 0.1894
C -2.187 -0.235 1.221 -0.3669
O -2.391 0.902 0.460 -0.0415
N -2.446 -1.451 0.939 0.1697
H -2.386 -2.137 1.544 0.0931
C -2.969 -1.913 -0.349 -0.1894
H -4.046 -2.215 -0.507 0.1660
H -3.396 -0.964 -1.046 0.2045
C -2.220 -2.702 -1.071 -0.1234
N -0.787 -1.970 -1.731 -0.0956
C -0.946 -0.766 -2.156 -0.2483
H -1.269 0.011 -1.541 0.0828
C 0.335 -0.335 -3.090 -0.1034
N 1.288 -0.205 -2.023 -0.0883
C 2.483 0.461 -2.252 -0.2543
C 2.643 1.109 -3.350 -0.0625
C 3.780 1.957 -3.536 -0.0111
C 4.773 2.173 -2.683 -0.5555
C 4.298 1.738 -1.378 0.0179
C 3.472 0.581 -1.057 0.0600
H 3.169 0.363 -0.183 0.0083
H 5.247 1.861 -0.451 0.1716
F 5.687 2.847 -2.615 0.2753
H 4.258 2.322 -4.439 0.1198
H 2.145 0.922 -4.203 0.0723
C 1.422 -1.573 -1.151 -0.0365
H 1.748 -2.256 -2.003 0.1394
C 0.040 -1.974 -0.626 -0.2360
H -0.130 -1.171 0.193 0.1408
H 0.112 -2.955 0.004 0.1596
H 2.292 -1.434 -0.692 0.0362
H 0.630 -1.090 -3.705 0.0897
H 0.170 0.619 -3.529 0.1093
H -1.826 -0.785 -3.074 0.1825
C -2.841 -3.270 -2.617 -0.3177
C -2.645 -4.583 -2.965 -0.0126
C -3.474 -4.598 -4.151 -0.0840
C -3.844 -3.367 -4.207 -0.1227
O -3.654 -2.405 -3.107 0.0861
H -4.616 -2.717 -4.803 0.1640
H -3.512 -5.237 -4.959 0.0971
H -1.928 -5.586 -2.654 0.1956
H -1.912 -3.504 -0.588 0.0833
```

Values from the calculation:
Energy relative to the best compared isomer or geometry (same formula, charge and spin)   2278.3 kJ/mol
Kohn-Sham gap   7.16 eV
Electronic energy   -41166.229 eV
Multiplicity   1



Record 2
Below is a single C23H29N3O3S molecule, with properties calculated with ωB97M-V with the def2-TZVPD basis set.

The geometry in XYZ format:
```
59
Properties=species:S:1:pos:R:3:lowdin_charge:R:1
C -0.665 3.260 3.774 -0.0448
C 0.058 3.168 2.466 -0.2829
C 1.407 2.819 2.440 -0.0245
C 2.089 2.721 1.241 -0.0485
C 1.416 2.963 0.058 -0.2678
S 2.258 2.738 -1.507 0.6662
O 1.487 3.381 -2.532 -0.2852
O 3.640 3.082 -1.359 -0.2762
N 2.177 1.099 -1.796 -0.2211
C 2.990 0.270 -0.931 -0.1746
C 3.032 -1.159 -1.489 -0.1329
N 1.727 -1.727 -1.763 -0.1216
C 1.014 -2.473 -0.738 -0.2798
C 1.853 -3.656 -0.249 -0.0257
C 0.600 -1.633 0.479 -0.3894
O 1.430 -1.172 1.244 0.0644
N -0.719 -1.325 0.647 0.0318
C -1.001 -0.284 1.639 -0.1156
C -2.378 0.343 1.457 -0.1445
C -2.729 0.396 -0.031 -0.1187
C -2.821 -1.031 -0.476 -0.1652
C -3.895 -1.549 -1.179 -0.0301
C -3.974 -2.905 -1.446 -0.0825
C -3.001 -3.760 -0.959 -0.0753
C -1.926 -3.260 -0.245 -0.0191
C -1.807 -1.889 -0.039 -0.1722
C 0.934 -0.824 -2.565 -0.1334
C 0.840 0.586 -1.969 -0.1774
C 0.079 3.310 0.059 -0.0573
C -0.594 3.423 1.264 -0.0482
H -1.676 3.637 3.639 0.0766
H -0.134 3.923 4.454 0.0841
H -0.718 2.278 4.243 0.0839
H 1.922 2.625 3.369 0.1206
H 3.139 2.480 1.208 0.1179
H 2.592 0.254 0.091 0.0987
H 3.990 0.705 -0.921 0.1221
H 3.572 -1.144 -2.442 0.1294
H 3.568 -1.798 -0.791 0.1195
H 0.127 -2.854 -1.251 0.1192
H 1.214 -4.389 0.239 0.0756
H 2.595 -3.322 0.472 0.0763
H 2.350 -4.125 -1.093 0.0892
H -0.219 0.476 1.537 0.1081
H -0.901 -0.718 2.641 0.1356
H -3.136 -0.251 1.972 0.1229
H -2.369 1.340 1.895 0.0943
H -1.946 0.931 -0.575 0.1090
H -3.675 0.913 -0.194 0.1195
H -4.674 -0.883 -1.518 0.1128
H -4.809 -3.297 -2.006 0.1019
H -3.082 -4.824 -1.122 0.1045
H -1.191 -3.932 0.171 0.1137
H 1.422 -0.744 -3.542 0.1302
H -0.068 -1.238 -2.704 0.1275
H 0.307 0.554 -1.006 0.1059
H 0.319 1.264 -2.646 0.1230
H -0.405 3.509 -0.884 0.1147
H -1.634 3.717 1.269 0.1149
```

Values from the calculation:
Energy relative to the best compared isomer or geometry (same formula, charge and spin)   92.0 kJ/mol
Kohn-Sham gap   8.92 eV
Electronic energy   -45770.373 eV
Multiplicity   1



Record 3
Below is a single C23H29N3O4 molecule, with properties calculated with ωB97M-V with the def2-TZVPD basis set.

The geometry in XYZ format:
```
59
Properties=species:S:1:pos:R:3:lowdin_charge:R:1
C 2.512 3.229 -2.293 -0.0632
C 2.350 1.865 -1.627 -0.2613
O 3.211 1.690 -0.512 -0.1870
C 4.545 1.336 -0.825 -0.2125
C 4.744 -0.171 -1.041 -0.1461
C 4.614 -0.962 0.262 -0.1677
N 3.304 -0.797 0.839 0.0844
C 2.461 -1.814 1.075 -0.4528
O 2.738 -2.984 0.915 0.0733
C 1.084 -1.374 1.606 -0.1539
N 0.884 0.062 1.537 0.1136
C 0.598 0.818 2.612 -0.4623
O 0.698 0.458 3.765 0.0722
C 0.077 2.210 2.210 -0.0591
N -1.291 2.087 1.741 0.0949
C -1.588 1.635 0.502 -0.4250
O -0.725 1.414 -0.337 0.0398
C -3.032 1.414 0.234 -0.1330
C -3.381 0.358 -0.603 -0.0038
C -4.710 0.093 -0.870 -0.0635
C -5.700 0.890 -0.319 -0.0782
C -5.357 1.956 0.497 -0.0782
C -4.029 2.217 0.780 -0.0352
C -0.020 -2.039 0.820 -0.1706
C -1.071 -2.686 1.453 -0.0097
C -2.113 -3.217 0.714 -0.0378
C -2.131 -3.113 -0.670 -0.2941
C -3.256 -3.701 -1.466 -0.0544
C -1.073 -2.467 -1.300 -0.0481
C -0.032 -1.933 -0.565 -0.0216
H 2.378 4.018 -1.557 0.0774
H 1.762 3.341 -3.070 0.0766
H 3.497 3.339 -2.743 0.0644
H 2.509 1.068 -2.364 0.1178
H 1.336 1.773 -1.232 0.0887
H 5.143 1.665 0.030 0.1285
H 4.887 1.882 -1.712 0.1147
H 4.008 -0.537 -1.760 0.1112
H 5.738 -0.335 -1.459 0.1150
H 5.373 -0.621 0.976 0.1242
H 4.755 -2.031 0.081 0.1207
H 2.973 0.155 0.928 0.1159
H 1.032 -1.662 2.663 0.1596
H 0.637 0.432 0.622 0.1018
H 0.688 2.618 1.401 0.1264
H 0.100 2.875 3.073 0.1301
H -2.012 2.081 2.444 0.1440
H -2.596 -0.251 -1.025 0.1028
H -4.975 -0.735 -1.511 0.1024
H -6.739 0.687 -0.530 0.1040
H -6.129 2.586 0.915 0.1041
H -3.769 3.063 1.400 0.1119
H -1.074 -2.773 2.530 0.1176
H -2.926 -3.716 1.221 0.1123
H -3.066 -4.759 -1.652 0.0833
H -3.355 -3.203 -2.428 0.0739
H -4.196 -3.621 -0.924 0.0749
H -1.068 -2.378 -2.377 0.1149
H 0.778 -1.428 -1.072 0.1216
```

Values from the calculation:
Energy relative to the best compared isomer or geometry (same formula, charge and spin)   16.4 kJ/mol
Kohn-Sham gap   9.39 eV
Electronic energy   -36983.893 eV
Multiplicity   1



Record 4
Below is a single C23H29N3O6S molecule, with properties calculated with ωB97M-V with the def2-TZVPD basis set.

The geometry in XYZ format:
```
62
Properties=species:S:1:pos:R:3:lowdin_charge:R:1
C -0.187 -4.836 0.337 -0.0798
O -1.484 -4.549 -0.139 -0.0830
C -2.067 -3.384 0.249 -0.2788
C -1.532 -2.489 1.169 -0.0217
C -2.204 -1.320 1.484 -0.0196
C -3.421 -1.024 0.882 -0.2340
N -4.123 0.172 1.109 0.1421
C -3.713 1.270 1.784 -0.4915
O -2.718 1.347 2.472 0.0667
C -4.620 2.483 1.564 -0.0777
C -4.503 2.951 0.104 -0.1618
N -3.170 2.725 -0.417 0.0763
C -2.930 1.720 -1.291 -0.4564
O -3.835 1.095 -1.810 0.0540
C -1.471 1.459 -1.660 -0.2075
C -1.278 -0.053 -1.834 -0.1136
C 0.133 -0.355 -2.328 -0.1763
N 1.139 0.202 -1.448 -0.2323
S 1.529 -0.691 -0.084 0.6919
O 0.847 -0.235 1.094 -0.2739
O 1.417 -2.080 -0.430 -0.2852
C 3.256 -0.266 0.066 -0.2872
C 4.122 -0.622 -0.954 -0.0457
C 5.457 -0.296 -0.857 0.0160
C 5.938 0.390 0.265 -0.2681
O 7.264 0.663 0.261 -0.0746
C 7.826 1.336 1.365 -0.0808
C 5.056 0.742 1.286 -0.0040
C 3.715 0.409 1.178 -0.0496
C 0.976 1.613 -1.186 -0.1843
C -0.423 1.979 -0.676 -0.1338
C -3.968 -1.930 -0.025 -0.0239
C -3.302 -3.094 -0.335 -0.0004
H 0.515 -4.036 0.085 0.0624
H 0.109 -5.758 -0.162 0.0927
H -0.189 -4.997 1.420 0.0963
H -0.576 -2.666 1.630 0.1037
H -1.759 -0.628 2.178 0.1008
H -4.944 0.268 0.526 0.1403
H -5.656 2.244 1.805 0.1167
H -4.276 3.266 2.241 0.1161
H -4.747 4.015 0.026 0.1199
H -5.178 2.390 -0.548 0.1150
H -2.410 3.114 0.116 0.1279
H -1.318 1.942 -2.636 0.1602
H -1.422 -0.544 -0.871 0.1046
H -2.019 -0.442 -2.532 0.1270
H 0.294 0.065 -3.327 0.1322
H 0.306 -1.430 -2.358 0.1155
H 3.732 -1.156 -1.805 0.1197
H 6.159 -0.561 -1.631 0.1218
H 7.701 0.764 2.289 0.0974
H 8.887 1.431 1.140 0.0945
H 7.392 2.333 1.490 0.0967
H 5.399 1.267 2.162 0.1058
H 3.013 0.664 1.957 0.1162
H 1.186 2.150 -2.118 0.1338
H 1.731 1.890 -0.447 0.1182
H -0.568 1.517 0.303 0.1104
H -0.465 3.067 -0.579 0.1193
H -4.909 -1.706 -0.505 0.1155
H -3.714 -3.795 -1.044 0.1177
```

Values from the calculation:
Energy relative to the best compared isomer or geometry (same formula, charge and spin)   94.2 kJ/mol
Kohn-Sham gap   8.14 eV
Electronic energy   -51912.842 eV
Multiplicity   1



Record 5
Below is a molecular structure, C23H29N5O7S, with properties calculated with ωB97M-V with the def2-TZVPD basis set.

The geometry in XYZ format:
```
65
Properties=species:S:1:pos:R:3:lowdin_charge:R:1
O 2.800 5.276 2.129 0.0536
O -4.388 1.614 -0.347 0.0839
O 2.414 0.049 -0.222 0.0437
O 2.044 4.030 -2.087 0.0566
O -4.613 -2.155 1.369 -0.2842
O -2.602 -1.502 2.647 -0.2966
O -4.130 -3.098 -1.493 -0.1009
C 1.605 5.062 2.255 -0.5792
C -3.808 0.609 0.024 -0.4985
C 2.057 0.634 0.781 -0.5782
C 1.779 4.536 -1.000 -0.4442
C 4.088 -4.873 -0.110 -0.0938
C 3.635 -3.558 -0.227 -0.0712
C 3.177 -5.929 -0.190 -0.0839
C -2.237 -4.647 -1.717 0.0034
C 2.276 -3.306 -0.429 -0.0260
C 1.815 -5.671 -0.381 -0.0369
C -0.894 -4.942 -1.469 -0.0077
C -0.673 -2.886 -0.243 0.0673
C -2.820 -3.454 -1.243 -0.1843
C 1.342 -4.352 -0.505 -0.1757
C -0.089 -4.064 -0.732 -0.1616
C -2.010 -2.567 -0.492 -0.2038
N 2.889 0.711 1.795 0.1921
N 1.737 5.865 -0.840 0.0268
N 0.906 4.332 1.388 0.0944
N -3.904 0.287 1.340 0.0248
N -2.453 -1.340 0.009 -0.1492
C -4.995 -4.046 -2.134 -0.0581
C 0.845 5.646 3.422 0.0043
C 1.976 6.832 -1.910 -0.0518
C -2.947 -0.275 -0.879 -0.0497
C 0.687 1.298 0.879 -0.0922
C 0.560 2.446 -0.135 -0.1231
C 1.479 3.634 0.221 -0.1812
S -3.419 -1.309 1.445 0.7353
H 5.146 -5.072 0.038 0.0983
H 4.331 -2.726 -0.177 0.1023
H 3.527 -6.953 -0.094 0.0992
H -2.805 -5.362 -2.300 0.1045
H 1.955 -2.281 -0.558 0.0838
H 1.127 -6.509 -0.415 0.1045
H -0.476 -5.854 -1.882 0.1144
H -0.083 -2.190 0.343 0.1232
H 3.784 0.278 1.654 0.1234
H 2.648 1.210 2.630 0.1100
H 1.611 6.211 0.098 0.1130
H -0.082 4.227 1.552 0.1459
H -4.790 0.488 1.774 0.1488
H -5.033 -4.983 -1.570 0.0981
H -4.660 -4.252 -3.156 0.0924
H -6.009 -3.639 -2.184 0.0960
H 0.289 4.860 3.931 0.0800
H 1.556 6.090 4.118 0.0872
H 0.161 6.414 3.063 0.0844
H 1.890 7.850 -1.527 0.0835
H 2.977 6.684 -2.320 0.0878
H 1.248 6.684 -2.711 0.0864
H -2.120 0.310 -1.290 0.1374
H -3.554 -0.662 -1.703 0.1374
H 0.518 1.666 1.891 0.1083
H -0.072 0.546 0.661 0.1050
H -0.476 2.787 -0.170 0.1178
H 0.813 2.054 -1.121 0.1209
H 2.454 3.238 0.509 0.1522
```

Values from the calculation:
Kohn-Sham gap   8.54 eV
Electronic energy   -56940.534 eV
Multiplicity   1



Record 6
Below is a molecular structure, C23H29N5OS2Sn, with properties calculated with ωB97M-V with the def2-TZVPD basis set.

The geometry in XYZ format:
```
61
Properties=species:S:1:pos:R:3:lowdin_charge:R:1
Sn -0.997 0.137 -2.181 0.6640
S -1.379 0.069 -4.790 0.4555
C -2.765 -0.917 -4.604 -0.7367
C -3.821 -0.688 -5.561 -0.0782
C -4.963 -1.481 -5.593 -0.2180
C -5.895 -1.166 -6.607 -0.2068
N -6.590 -0.765 -7.467 0.1224
C -5.094 -2.546 -4.643 -0.2190
C -4.145 -2.737 -3.672 -0.1041
C -3.030 -1.884 -3.540 -0.7027
S -2.121 -2.158 -2.094 0.5049
C -6.277 -3.320 -4.712 -0.2162
N -7.303 -3.812 -4.819 0.1364
H -3.617 0.093 -6.332 0.1112
H -4.232 -3.608 -3.040 0.1019
N 3.655 -0.054 -2.757 -0.0007
H 3.549 -1.062 -2.580 0.0079
H 2.786 0.373 -2.381 0.0001
H 3.683 0.094 -3.745 -0.0288
C 5.574 -1.006 4.529 -0.1198
C 5.347 -0.040 3.397 -0.2494
N 4.101 0.752 3.463 -0.0891
C 4.151 1.823 4.462 -0.2407
C 2.812 2.190 5.132 -0.0950
C 3.155 0.889 2.466 -0.4631
O 2.626 1.997 2.207 -0.0541
C 2.765 -0.293 1.691 -0.1654
C 2.979 -1.597 2.180 -0.0870
C 2.377 -2.676 1.476 -0.1237
C 1.461 -2.419 0.458 -0.2391
N 1.119 -1.162 0.151 -0.0190
C 1.742 -0.132 0.680 -0.1307
H 6.327 -1.759 4.378 0.0529
H 4.615 -1.582 4.784 0.0910
H 5.833 -0.506 5.470 0.0539
H 5.389 -0.555 2.447 0.1043
H 6.175 0.739 3.353 0.1251
H 4.537 2.770 4.043 0.1121
H 4.890 1.522 5.171 0.0783
H 2.242 2.861 4.455 0.0684
H 3.137 2.709 6.041 0.0526
H 2.196 1.332 5.446 0.0748
H 3.564 -1.725 3.060 0.0415
H 2.716 -3.703 1.629 0.0733
H 1.063 -3.234 -0.141 0.0716
H 1.552 0.915 0.380 0.0972
C -2.744 0.469 0.608 -0.0743
C -3.029 1.754 -0.316 -0.7146
C -1.962 2.810 0.059 -0.0834
C -4.456 2.270 -0.193 -0.0918
C -2.781 1.353 -1.713 -0.2779
H -3.111 0.676 1.601 0.0627
H -1.682 0.244 0.666 0.0452
H -3.252 -0.429 0.257 0.0549
H -2.103 3.213 1.055 0.0683
H -1.985 3.695 -0.608 0.0833
H -0.958 2.386 0.025 0.0542
H -4.677 2.661 0.808 0.0672
H -5.162 1.472 -0.438 0.0774
H -4.561 3.107 -0.927 0.0846
H -3.427 1.641 -2.573 0.0303
```

Values from the calculation:
Charge   -2
Kohn-Sham gap (spin up / spin down)   3.53 / 6.23 eV
Electronic energy   -61319.988 eV
Multiplicity   1